This record from OMol25 describes 14 unconnected molecules or ions with the total composition C42H114N2O22 at a distorted geometry. The level of theory is ωB97M-V/def2-TZVPD.

Atoms and positions in Å:
C: 8.18865 7.21072 22.14061
C: 8.14105 8.36681 23.11712
O: 8.10676 9.57037 22.34912
O: 9.47409 7.07945 21.53844
H: 7.33246 7.31229 21.47374
H: 8.06414 6.28084 22.69552
H: 8.93373 8.32768 23.86426
H: 7.31026 8.35500 23.82262
H: 8.81241 9.59207 21.69858
H: 9.41223 6.93389 20.59156
C: 12.68073 16.06827 18.84845
C: 11.62829 16.23761 19.99051
O: 10.97388 15.01648 20.24131
O: 13.81881 15.47057 19.39427
H: 13.02825 17.06210 18.56622
H: 12.21690 15.49676 18.04450
H: 10.90381 17.00292 19.71208
H: 12.12475 16.63179 20.87723
H: 10.96153 15.00416 21.20115
H: 13.62155 14.60256 19.75377
C: 6.72104 8.10413 12.99769
C: 5.39194 8.82205 13.24159
O: 5.47427 10.20285 13.21969
O: 7.74536 8.46671 13.89491
H: 6.93557 8.34739 11.95707
H: 6.64749 7.01883 12.92826
H: 4.85175 8.43018 14.10340
H: 4.68410 8.47997 12.48657
H: 4.61292 10.56642 13.43760
H: 7.95489 9.40159 13.83418
C: 5.87804 16.72647 18.33312
C: 5.04672 16.24176 19.57277
O: 4.54512 17.26564 20.33277
O: 5.06980 17.09089 17.18194
H: 6.55859 15.94510 17.99487
H: 6.47427 17.58662 18.63768
H: 5.64444 15.54251 20.15747
H: 4.18967 15.63005 19.29101
H: 4.22406 18.00015 19.80456
H: 5.64987 17.22785 16.42937
C: 2.85141 14.75480 12.97678
C: 4.26075 14.98238 12.29093
O: 4.67965 14.00006 11.36818
O: 2.56275 13.46132 13.53719
H: 2.04371 15.00935 12.29054
H: 2.76212 15.53627 13.73140
H: 5.04355 14.85181 13.03811
H: 4.33486 15.92133 11.74232
H: 4.79031 13.14339 11.78706
H: 1.64345 13.50035 13.81098
C: 15.66248 5.98931 21.92195
C: 15.54117 5.21800 20.61235
O: 15.63730 3.78107 20.75529
O: 17.01931 6.06154 22.33530
H: 15.05724 5.54315 22.71108
H: 15.27276 6.99356 21.75557
H: 16.13808 5.69839 19.83709
H: 14.50583 5.38075 20.31285
H: 16.57267 3.56927 20.71253
H: 17.17585 5.48015 23.08302
C: 14.78792 10.96523 10.79430
O: 14.87808 11.57315 12.07115
C: 14.71895 10.74330 13.18801
C: 15.04846 11.49449 14.42187
N: 16.49994 11.79577 14.45484
C: 16.73470 12.54202 15.65292
C: 17.90164 13.55810 15.44158
O: 17.65381 14.40851 14.33498
C: 16.58973 15.30289 14.40262
H: 13.86418 10.45626 10.51906
H: 15.60052 10.30254 10.49660
H: 14.98787 11.71370 10.02754
H: 15.50123 9.98511 13.15224
H: 13.69348 10.40004 13.32467
H: 14.87975 10.80704 15.25075
H: 14.35456 12.33255 14.48711
H: 16.61756 12.31015 13.59364
H: 16.90987 11.91114 16.52436
H: 15.83629 13.05684 15.99337
H: 18.78621 12.95091 15.24937
H: 17.96206 14.12308 16.37176
H: 16.58614 15.91945 13.50377
H: 16.67288 15.94848 15.27692
H: 15.66836 14.72087 14.42330
C: 14.19099 11.43591 20.33800
O: 13.33750 11.50039 19.22559
C: 12.51023 10.37094 19.04332
C: 11.31921 10.62809 18.06031
N: 10.13890 11.12811 18.76748
C: 8.98840 11.20547 17.89338
C: 9.04221 12.09570 16.59614
O: 9.96301 11.70640 15.57998
C: 9.96469 12.61488 14.46463
H: 14.72702 12.37506 20.47504
H: 14.91212 10.63670 20.16675
H: 13.64789 11.17738 21.24701
H: 12.16893 9.92144 19.97583
H: 13.19557 9.64411 18.60730
H: 11.14502 9.72394 17.47699
H: 11.64935 11.34843 17.31182
H: 10.43176 12.02115 19.13737
H: 8.10917 11.53400 18.44756
H: 8.63396 10.18941 17.71990
H: 9.39213 13.07334 16.92762
H: 8.02768 12.08719 16.19769
H: 9.21570 12.31188 13.73298
H: 10.87596 12.49142 13.87943
H: 9.77070 13.65255 14.73613
C: 20.39178 10.00550 22.49240
C: 21.32193 9.37820 21.46060
C: 20.61544 8.88916 20.21572
O: 22.17133 10.33503 21.02873
H: 19.82309 9.18351 22.92715
H: 19.67155 10.74129 22.13462
H: 20.74844 10.53520 23.37576
H: 21.90865 8.55110 21.86030
H: 21.24383 8.29660 19.55082
H: 20.21776 9.73585 19.65620
H: 19.82287 8.18835 20.47801
H: 22.86781 9.86454 20.56488
C: 19.27185 17.34443 21.03018
C: 18.92270 16.57374 22.25843
C: 19.84035 15.33162 22.58116
O: 18.96734 17.50631 23.34324
H: 19.09717 16.75899 20.12749
H: 20.32926 17.56816 21.17128
H: 18.75923 18.30155 20.93414
H: 17.88225 16.26984 22.14350
H: 19.87922 14.73006 21.67303
H: 19.35156 14.75600 23.36719
H: 20.87280 15.58823 22.81842
H: 18.74512 17.06355 24.16554
C: 11.03484 17.91580 14.08857
C: 9.85008 18.13067 15.02411
C: 10.05431 19.49202 15.66192
O: 8.65315 18.27377 14.27144
H: 12.00508 17.90535 14.58517
H: 11.07926 18.59001 13.23325
H: 11.08663 16.93733 13.61107
H: 9.79570 17.29793 15.72531
H: 10.05018 20.20295 14.83568
H: 10.97194 19.66575 16.22395
H: 9.14410 19.57786 16.25542
H: 8.73293 18.96979 13.61509
C: 8.75166 3.21238 18.01623
C: 9.13754 3.90253 16.70871
C: 8.46750 3.42688 15.45294
O: 8.79293 5.27168 17.02474
H: 9.38023 3.64127 18.79665
H: 9.03186 2.15901 18.01550
H: 7.68918 3.24279 18.25772
H: 10.21730 3.86041 16.56576
H: 9.09958 3.69020 14.60486
H: 7.54867 3.97623 15.24781
H: 8.32514 2.34644 15.43118
H: 8.82292 5.85407 16.26217
C: 8.87082 13.63761 6.08719
C: 8.25358 13.84697 7.41160
C: 8.84026 15.02747 8.19032
O: 6.83506 14.08071 7.20582
H: 8.51117 12.76118 5.54811
H: 9.93083 13.38630 6.12362
H: 8.79601 14.42597 5.33820
H: 8.35996 12.97531 8.05735
H: 8.45516 15.18113 9.19838
H: 8.78835 15.97090 7.64686
H: 9.88707 14.75164 8.31762
H: 6.51281 14.16362 8.10631
C: 12.75779 10.50087 28.63673
C: 12.00873 9.44264 27.74254
C: 12.97156 8.64392 26.82989
O: 11.34831 8.60404 28.69436
H: 12.14264 11.33057 28.98499
H: 13.54943 11.02786 28.10411
H: 13.14717 10.05436 29.55167
H: 11.27048 9.96791 27.13660
H: 13.44609 7.91340 27.48508
H: 13.75790 9.27497 26.41572
H: 12.33550 8.13049 26.10884
H: 10.40175 8.76409 28.69417

Values from the calculation:
- total charge = 0
- ΔE to the lowest compared entry with this formula, charge and spin (kcal/mol) = 130.4
- energy (eV) = -93416.969
- largest force on an atom (eV Å⁻¹) = 3.6
- Kohn-Sham gap (Ha) = 0.3278
- LUMO energy (hartree) = 0.003